ORCA calculation (ωB97M-V with the def2-TZVPD basis set) on C3H6N2O2 in the gas phase in a non-equilibrium geometry.

Computed properties:
SMILES: O=C(NO)N1CC1
Frontier orbital gap in eV: 10.78
Highest occupied orbital energy in eV: -10.0
Calculated total energy in eV: -10279.7484

Structure (XYZ):
```
13
C3H6N2O2, DFT ωB97M-V with the def2-TZVPD basis set
C 0.635 -0.214 -0.235
C -0.770 0.118 1.833
C -1.157 -1.153 1.197
H -1.110 0.766 -1.558
H 1.567 0.425 -1.901
H -1.236 1.062 2.179
H 0.246 0.062 2.361
H -2.249 -1.273 0.957
H -0.574 -2.168 1.373
N 0.854 0.835 -1.171
N -0.702 -0.112 0.370
O -0.357 1.251 -2.016
O 1.613 -0.806 0.195
```